Density functional theory data (wB97M-V/def2-TZVPD) for a structure of composition C19H19F5N3PtS at a distorted geometry.

CARTESIAN COORDINATES (ANGSTROEM)
Pt  -0.31198  1.29297  0.40284
C  -2.76589  2.32418  -0.54579
C  -2.74521  2.24558  0.82909
C  -1.66122  2.83707  1.51641
C  -0.66049  3.53078  0.81219
C  -0.70789  3.63171  -0.60310
C  -1.74659  3.02510  -1.26903
H  -3.61085  1.91872  -1.08894
H  -3.54431  1.77075  1.38143
H  -1.65393  2.85651  2.59861
H  0.08483  4.08571  1.36802
H  0.04188  4.21796  -1.11648
H  -1.83190  3.12846  -2.34356
C  5.14063  -2.04550  2.07318
C  3.72906  -1.82329  2.49198
C  3.02241  -2.63615  3.35586
C  1.71196  -2.30937  3.68313
N  1.12651  -1.17846  3.20477
C  1.81181  -0.42132  2.40566
S  1.24688  1.21785  1.97808
N  3.07731  -0.73651  2.02144
C  0.87513  -3.15287  4.57561
H  5.80628  -1.69462  2.86618
H  5.38807  -1.51070  1.15756
H  5.33096  -3.10843  1.93723
H  3.50107  -3.50836  3.77846
H  3.56267  -0.09298  1.40484
H  1.47054  -3.88317  5.11705
H  0.13697  -3.68556  3.96983
H  0.32267  -2.52121  5.26951
F  -3.00084  2.26704  -4.60848
C  -3.23634  0.96828  -4.81811
F  -2.93988  0.64331  -6.05883
F  -4.49370  0.68855  -4.54537
C  -2.28667  0.21690  -3.85863
C  -0.90188  0.34399  -4.07430
C  -0.05697  -0.24302  -3.19484
N  -0.54418  -0.97157  -2.08979
C  -1.93469  -1.08979  -1.91315
C  -2.80488  -0.51296  -2.77569
H  -0.51446  0.88752  -4.92798
H  1.02268  -0.21802  -3.27375
H  -2.22403  -1.69857  -1.06432
H  -3.87259  -0.62993  -2.63875
F  0.00873  -1.55048  0.14504
C  0.27330  -0.41287  -0.48742
F  1.51564  -0.53374  -0.91325
H  -0.15663  -1.92952  -2.13446

As for the largest force on an atom: 2.90 eV Å⁻¹. As for the frontier orbital gap: 4.86 eV. As for the charge: +3. The calculated total energy comes out at -52121.441 eV.